No. 1
The following is a quantum chemistry calculation of a structure of composition C42H37AsN7O3PtS, from the OMol25 dataset.

The calculation puts the max |F| at 1.1 eV Å⁻¹. The value obtained for the HOMO energy is -15.0 eV. The calculation puts the total energy at -135623.50853 eV. For the HOMO-LUMO gap, the calculation gives 6.1 eV.

The geometry in ORCA input format:
```
! RIJCOSX wB97M-V def2-TZVPD def2/J DEFGRID3
* xyz 3 1
Pt -1.183 -0.931 -1.089
C -5.332 -1.051 -2.554
C -4.120 -1.183 -1.694
N -2.971 -0.679 -1.998
N -2.840 -0.030 -3.225
C -1.693 -0.206 -3.897
N -1.575 0.340 -5.100
S -0.452 -1.154 -3.211
C -4.213 -1.961 -0.434
C -5.403 -2.031 0.275
C -5.419 -2.791 1.439
C -4.269 -3.464 1.809
C -3.133 -3.337 1.015
N -3.094 -2.587 -0.075
H -5.080 -0.962 -3.609
H -5.914 -0.173 -2.263
H -5.966 -1.927 -2.432
H -3.603 0.547 -3.549
H -2.332 0.821 -5.558
H -0.731 0.195 -5.630
H -6.290 -1.511 -0.056
H -6.320 -2.863 2.032
H -4.246 -4.087 2.692
H -2.224 -3.868 1.274
C 9.911 -4.173 -2.498
O 8.961 -3.130 -2.851
C 8.302 -2.464 -1.957
C 7.363 -1.517 -2.491
C 6.590 -0.790 -1.657
C 6.722 -0.961 -0.240
C 7.726 -1.842 0.275
C 8.490 -2.599 -0.556
N 6.036 -0.301 0.683
N 5.145 0.534 0.406
C 3.933 0.713 0.078
C 3.533 2.067 -0.312
C 2.307 2.317 -0.767
C 1.247 1.287 -0.837
O 0.148 1.568 -1.236
C 1.622 -0.119 -0.324
N 0.691 -1.092 -0.280
C 1.002 -2.278 0.253
C 2.244 -2.554 0.799
C 3.216 -1.578 0.747
C 2.911 -0.355 0.154
H 10.018 -4.759 -3.404
H 9.511 -4.783 -1.692
H 10.853 -3.701 -2.226
H 7.322 -1.412 -3.565
H 5.897 -0.058 -2.048
H 7.850 -1.887 1.349
H 9.252 -3.253 -0.163
H 4.298 2.831 -0.252
H 2.008 3.301 -1.099
H 0.211 -3.016 0.240
H 2.429 -3.518 1.249
H 4.192 -1.753 1.181
O -1.841 -0.351 0.754
As -2.118 1.244 1.243
C -0.526 1.938 2.043
C 0.341 1.019 2.629
C 1.460 1.471 3.313
C 1.716 2.831 3.407
C 0.846 3.747 2.830
C -0.284 3.303 2.156
C -2.783 2.324 -0.187
C -2.045 3.330 -0.798
C -2.592 4.045 -1.856
C -3.875 3.760 -2.297
C -4.617 2.754 -1.686
C -4.072 2.031 -0.636
C -3.457 1.161 2.582
C -3.418 0.091 3.474
C -4.388 -0.012 4.457
C -5.389 0.947 4.549
C -5.424 2.012 3.659
C -4.455 2.125 2.674
H 0.123 -0.042 2.572
H 2.122 0.764 3.797
H 2.582 3.183 3.951
H 1.035 4.807 2.924
H -0.981 4.027 1.756
H -1.043 3.558 -0.466
H -2.022 4.836 -2.322
H -4.310 4.338 -3.101
H -5.634 2.566 -2.005
H -4.661 1.262 -0.146
H -2.643 -0.663 3.396
H -4.365 -0.836 5.156
H -6.139 0.869 5.324
H -6.205 2.755 3.735
H -4.480 2.969 1.995
*
```

For reference, the Mulliken charges in units of e are: atom 1 (Pt): 1.591, atom 2 (C): -1.799, atom 3 (C): 0.773, atom 4 (N): -0.216, atom 5 (N): -0.183, atom 6 (C): 0.599, atom 7 (N): -0.395, atom 8 (S): -0.584, atom 9 (C): 0.940, atom 10 (C): -0.659, atom 11 (C): -0.737, atom 12 (C): -0.777, atom 13 (C): -0.220, atom 14 (N): -0.307, atom 15 (H): 0.444, atom 16 (H): 0.382, atom 17 (H): 0.454, atom 18 (H): 0.382, atom 19 (H): 0.195, atom 20 (H): 0.246, atom 21 (H): 0.468, atom 22 (H): 0.491, atom 23 (H): 0.471, atom 24 (H): 0.439, atom 25 (C): -0.789, atom 26 (O): -0.334, atom 27 (C): 0.951, atom 28 (C): -0.871, atom 29 (C): -0.276, atom 30 (C): 0.386, atom 31 (C): -0.470, atom 32 (C): -0.422, atom 33 (N): -1.145, atom 34 (N): 0.301, atom 35 (C): 0.408, atom 36 (C): -0.783, atom 37 (C): -1.112, atom 38 (C): 0.175, atom 39 (O): -0.263, atom 40 (C): 0.738, atom 41 (N): -0.510, atom 42 (C): -0.235, atom 43 (C): -1.046, atom 44 (C): -0.780, atom 45 (C): 1.593, atom 46 (H): 0.253, atom 47 (H): 0.356, atom 48 (H): 0.371, atom 49 (H): 0.477, atom 50 (H): 0.478, atom 51 (H): 0.499, atom 52 (H): 0.459, atom 53 (H): 0.618, atom 54 (H): 0.575, atom 55 (H): 0.459, atom 56 (H): 0.519, atom 57 (H): 0.648, atom 58 (O): 0.059, atom 59 (As): 0.823, atom 60 (C): 0.458, atom 61 (C): -0.533, atom 62 (C): -0.752, atom 63 (C): -0.619, atom 64 (C): -0.872, atom 65 (C): -0.358, atom 66 (C): 0.693, atom 67 (C): -0.343, atom 68 (C): -0.924, atom 69 (C): -0.754, atom 70 (C): -1.055, atom 71 (C): -0.817, atom 72 (C): 0.601, atom 73 (C): -0.349, atom 74 (C): -0.809, atom 75 (C): -0.560, atom 76 (C): -0.843, atom 77 (C): -0.343, atom 78 (H): 0.370, atom 79 (H): 0.492, atom 80 (H): 0.478, atom 81 (H): 0.492, atom 82 (H): 0.566, atom 83 (H): 0.287, atom 84 (H): 0.495, atom 85 (H): 0.473, atom 86 (H): 0.511, atom 87 (H): 0.740, atom 88 (H): 0.370, atom 89 (H): 0.451, atom 90 (H): 0.449, atom 91 (H): 0.454, atom 92 (H): 0.446

***

No. 2
The following is a quantum chemistry calculation of a structure of composition C22H33CsN6O2S7, from the OMol25 dataset.

The calculation puts the max |F| at 2.0 eV Å⁻¹. The value obtained for the HOMO energy is -0.4 eV. The calculation puts the total energy at -112782.14488 eV. For the HOMO-LUMO gap, the calculation gives 3.8 eV.

The geometry in ORCA input format:
```
! RIJCOSX wB97M-V def2-TZVPD def2/J DEFGRID3
* xyz -2 1
Cs 0.882 1.751 1.843
C -3.213 2.175 1.591
C -2.648 3.635 1.537
N -1.488 3.669 0.719
C -1.674 3.734 -0.719
C -2.155 2.485 -1.488
S -1.195 0.929 -1.207
C -2.427 -0.041 -0.357
C -2.316 -0.110 1.163
N -2.145 1.179 1.767
H -3.992 2.151 2.393
H -3.732 1.970 0.661
H -3.479 4.301 1.195
H -2.356 3.966 2.546
H -0.776 4.360 1.035
H -2.361 4.588 -1.000
H -0.695 3.964 -1.163
H -3.203 2.263 -1.393
H -1.954 2.609 -2.520
H -3.365 0.355 -0.688
H -2.365 -1.039 -0.786
H -3.186 -0.700 1.508
H -1.413 -0.709 1.460
H -1.893 1.114 2.741
S -0.875 4.286 4.464
S 1.100 4.466 4.018
S 1.509 6.147 2.833
S 1.517 5.717 0.865
C -1.918 -8.073 1.276
C -1.044 -6.880 1.692
C 0.123 -7.150 2.421
C 0.858 -6.094 2.958
C 0.456 -4.756 2.708
C -0.635 -4.515 1.910
C -1.385 -5.571 1.376
S 1.217 -3.304 3.608
O 2.551 -3.718 4.031
O 0.245 -3.014 4.616
N 1.279 -2.049 2.642
C 2.143 -2.058 1.585
C 3.170 -3.041 1.329
C 3.934 -2.915 0.214
C 3.726 -1.867 -0.682
C 2.795 -0.917 -0.333
N 1.988 -1.035 0.719
H -1.352 -9.009 1.446
H -2.193 -8.045 0.229
H -2.814 -8.062 1.880
H 0.439 -8.192 2.490
H 1.785 -6.163 3.536
H -0.786 -3.444 1.683
H -2.228 -5.346 0.753
H 3.335 -3.818 2.002
H 4.673 -3.675 0.007
H 4.242 -1.798 -1.636
H 2.611 -0.065 -0.970
C 3.271 4.510 -4.017
N 2.109 3.718 -4.392
C 1.058 4.419 -5.122
C 0.047 3.262 -5.312
N 0.333 2.497 -4.091
C 1.601 2.723 -3.611
S 2.399 2.001 -2.311
H 3.802 4.865 -4.897
H 3.954 3.878 -3.466
H 2.979 5.359 -3.408
H 1.378 4.837 -6.083
H 0.685 5.255 -4.491
H 0.192 2.636 -6.236
H -0.947 3.689 -5.322
H -0.177 1.706 -3.752
*
```

For reference, the Mulliken charges in units of e are: atom 1 (Cs): 0.926, atom 2 (C): -0.941, atom 3 (C): -0.527, atom 4 (N): 0.371, atom 5 (C): -0.879, atom 6 (C): -0.868, atom 7 (S): -0.096, atom 8 (C): -1.022, atom 9 (C): -0.422, atom 10 (N): -0.002, atom 11 (H): 0.365, atom 12 (H): 0.307, atom 13 (H): 0.223, atom 14 (H): -0.100, atom 15 (H): 0.024, atom 16 (H): 0.182, atom 17 (H): 0.318, atom 18 (H): 0.527, atom 19 (H): 0.556, atom 20 (H): 0.407, atom 21 (H): 0.477, atom 22 (H): 0.213, atom 23 (H): 0.071, atom 24 (H): 0.427, atom 25 (S): -0.569, atom 26 (S): -0.265, atom 27 (S): -0.207, atom 28 (S): -0.614, atom 29 (C): -1.313, atom 30 (C): 1.034, atom 31 (C): -0.608, atom 32 (C): -0.542, atom 33 (C): -0.123, atom 34 (C): -0.138, atom 35 (C): -0.898, atom 36 (S): 1.219, atom 37 (O): -0.704, atom 38 (O): -0.728, atom 39 (N): -0.428, atom 40 (C): 0.354, atom 41 (C): -0.562, atom 42 (C): -0.576, atom 43 (C): -0.539, atom 44 (C): 0.053, atom 45 (N): -0.071, atom 46 (H): 0.314, atom 47 (H): 0.332, atom 48 (H): 0.286, atom 49 (H): 0.230, atom 50 (H): 0.424, atom 51 (H): 0.401, atom 52 (H): 0.391, atom 53 (H): 0.536, atom 54 (H): 0.360, atom 55 (H): 0.398, atom 56 (H): -0.024, atom 57 (C): -1.031, atom 58 (N): -0.061, atom 59 (C): -0.632, atom 60 (C): -0.563, atom 61 (N): 0.034, atom 62 (C): 0.232, atom 63 (S): -0.485, atom 64 (H): 0.286, atom 65 (H): 0.354, atom 66 (H): 0.367, atom 67 (H): 0.359, atom 68 (H): 0.341, atom 69 (H): 0.273, atom 70 (H): 0.328, atom 71 (H): 0.237

***

No. 3
The following is a quantum chemistry calculation of a structure of composition C52H94Cl24IN2O6, from the OMol25 dataset.

The calculation puts the max |F| at 7.6 eV Å⁻¹. The value obtained for the HOMO energy is -10.1 eV. The calculation puts the total energy at -379343.35066 eV. For the HOMO-LUMO gap, the calculation gives 8.4 eV.

The geometry in ORCA input format:
```
! RIJCOSX wB97M-V def2-TZVPD def2/J DEFGRID3
* xyz 1 1
C 2.598 4.388 0.738
C 2.825 3.306 0.406
C 3.489 1.956 0.108
C 2.835 0.789 0.971
C 2.605 -0.436 0.008
C 1.157 -0.537 -0.595
C 0.423 0.828 -0.849
C -0.673 1.203 0.212
C -1.391 2.504 -0.371
C -1.820 0.118 0.307
C 2.943 -1.859 0.587
N 3.952 -1.866 1.695
C 4.248 -3.294 2.036
C 3.092 -4.166 2.619
C 3.103 -5.664 2.079
C 3.192 -6.725 3.223
C 2.173 -6.529 4.391
C 0.669 -6.617 3.984
O 0.294 -8.011 3.954
C 0.025 -8.442 2.676
C -1.184 -7.834 1.881
O 0.672 -9.285 2.188
C 3.585 -0.948 2.835
C 2.076 -1.056 3.212
C 1.599 -0.034 4.344
C 0.393 -0.651 5.099
O -0.592 -0.950 4.548
O 0.462 -0.865 6.472
N 4.465 -0.999 3.984
C 4.328 -2.031 4.971
C 3.198 -2.275 5.995
O 5.261 -2.766 5.095
C 5.889 -0.838 3.724
C 6.671 0.083 4.726
O 6.529 -1.365 2.890
C 3.863 0.485 2.148
I 4.005 2.170 3.477
H 2.573 5.500 0.852
H 4.592 2.015 0.211
H 3.294 1.789 -0.980
H 1.896 1.227 1.380
H 3.286 -0.285 -0.863
H 1.288 -1.018 -1.597
H 0.468 -1.199 -0.024
H -0.130 0.717 -1.816
H 1.083 1.711 -0.979
H -0.270 1.488 1.210
H -2.280 2.797 0.225
H -1.795 2.187 -1.368
H -0.683 3.335 -0.565
H -1.455 -0.639 1.049
H -2.769 0.540 0.680
H -1.905 -0.420 -0.661
H 1.988 -2.352 0.843
H 3.377 -2.454 -0.254
H 4.802 -1.547 1.210
H 4.557 -3.782 1.077
H 5.139 -3.437 2.690
H 3.233 -4.200 3.728
H 2.063 -3.795 2.453
H 2.164 -5.802 1.486
H 3.924 -5.819 1.335
H 2.965 -7.718 2.765
H 4.237 -6.819 3.605
H 2.368 -7.346 5.125
H 2.302 -5.575 4.957
H 0.399 -6.046 3.070
H 0.079 -6.159 4.817
H -1.658 -7.082 2.544
H -0.753 -7.283 1.018
H -1.880 -8.635 1.580
H 1.795 -2.046 3.640
H 1.360 -0.868 2.390
H 1.242 0.909 3.879
H 2.429 0.183 5.050
H -0.001 -0.164 6.951
H 3.544 -2.941 6.816
H 2.296 -2.770 5.567
H 2.926 -1.312 6.473
H 7.336 0.792 4.197
H 7.297 -0.548 5.399
H 5.944 0.684 5.315
H 4.857 0.489 1.630
Cl 4.540 -9.548 0.222
C 3.149 -10.396 -0.502
C 3.429 -10.849 -1.912
Cl 3.568 -9.472 -3.033
H 2.289 -9.732 -0.460
H 2.943 -11.259 0.130
H 2.608 -11.470 -2.271
H 4.347 -11.430 -1.973
Cl 0.784 3.677 -2.327
C -0.546 4.259 -3.367
C -0.700 5.759 -3.308
Cl -1.291 6.338 -1.722
H -1.456 3.751 -3.065
H -0.307 3.954 -4.386
H -1.429 6.083 -4.049
H 0.244 6.261 -3.514
Cl -2.546 3.764 3.311
C -1.747 3.331 4.841
C -0.519 4.172 5.100
Cl 0.796 3.808 3.951
H -1.505 2.269 4.807
H -2.476 3.490 5.636
H -0.133 3.967 6.098
H -0.741 5.236 5.032
Cl -3.138 3.810 -1.274
C -4.584 3.051 -1.992
C -5.172 1.984 -1.104
Cl -4.112 0.556 -0.979
H -4.306 2.649 -2.966
H -5.313 3.847 -2.146
H -6.116 1.639 -1.517
H -5.356 2.357 -0.099
Cl 5.219 -0.480 -2.602
C 4.745 -0.880 -4.279
C 3.264 -0.705 -4.511
Cl 2.283 -1.910 -3.627
H 5.070 -1.901 -4.489
H 5.301 -0.207 -4.932
H 3.040 -0.833 -5.569
H 2.926 0.285 -4.207
Cl -4.849 6.269 -4.258
C -4.968 8.049 -4.342
C -4.218 8.620 -5.522
Cl -2.450 8.448 -5.350
H -4.603 8.456 -3.400
H -6.026 8.289 -4.428
H -4.423 9.687 -5.607
H -4.512 8.141 -6.455
Cl -1.386 7.920 1.013
C -0.230 8.251 2.321
C 1.142 8.577 1.790
Cl 1.891 7.152 1.019
H -0.209 7.381 2.975
H -0.617 9.096 2.891
H 1.793 8.885 2.607
H 1.115 9.380 1.055
Cl 5.259 -3.500 -5.823
C 4.412 -5.018 -6.219
C 3.221 -5.253 -5.325
Cl 3.706 -5.596 -3.647
H 5.131 -5.832 -6.151
H 4.086 -4.938 -7.255
H 2.661 -6.119 -5.677
H 2.551 -4.395 -5.313
Cl 3.833 -12.625 2.288
C 2.289 -12.285 3.112
C 1.889 -13.395 4.055
Cl 1.449 -14.888 3.188
H 1.530 -12.114 2.351
H 2.425 -11.359 3.669
H 1.014 -13.093 4.629
H 2.690 -13.634 4.753
Cl -7.670 10.084 -3.906
C -9.110 9.299 -4.603
C -9.656 8.212 -3.710
Cl -8.564 6.804 -3.612
H -8.843 8.913 -5.584
H -9.860 10.078 -4.736
H -10.602 7.849 -4.109
H -9.828 8.574 -2.698
Cl -7.243 5.264 -0.265
C -8.685 4.490 -0.969
C -9.256 3.411 -0.078
Cl -8.188 1.989 0.042
H -8.413 4.099 -1.948
H -9.426 5.275 -1.112
H -10.202 3.059 -0.487
H -9.435 3.779 0.931
Cl -5.110 6.560 -8.257
C -6.473 7.118 -9.258
C -6.639 8.619 -9.212
Cl -7.185 9.189 -7.613
H -7.371 6.604 -8.921
H -6.264 6.803 -10.280
H -7.396 8.928 -9.932
H -5.710 9.132 -9.452
*
```

Mulliken atomic charge list, values in e, 99 entries: atom 1 (C): -0.418, atom 2 (C): -0.352, atom 3 (C): -0.324, atom 4 (C): 1.323, atom 5 (C): 1.935, atom 6 (C): -0.522, atom 7 (C): 0.015, atom 8 (C): 2.340, atom 9 (C): -1.976, atom 10 (C): -2.471, atom 11 (C): -2.216, atom 12 (N): 0.575, atom 13 (C): -1.554, atom 14 (C): 1.259, atom 15 (C): -0.830, atom 16 (C): -0.729, atom 17 (C): -0.518, atom 18 (C): -0.527, atom 19 (O): -0.336, atom 20 (C): 0.618, atom 21 (C): -1.043, atom 22 (O): -0.349, atom 23 (C): 0.561, atom 24 (C): -1.131, atom 25 (C): -0.175, atom 26 (C): -0.102, atom 27 (O): -0.429, atom 28 (O): -0.468, atom 29 (N): 1.215, atom 30 (C): 0.638, atom 31 (C): -1.164, atom 32 (O): -0.537, atom 33 (C): 0.722, atom 34 (C): -1.537, atom 35 (O): -0.427, atom 36 (C): -3.321, atom 37 (I): 0.034, atom 38 (H): 0.120, atom 39 (H): 0.602, atom 40 (H): 0.365, atom 41 (H): -0.313, atom 42 (H): -0.360, atom 43 (H): -0.887, atom 44 (H): 0.452, atom 45 (H): 1.130, atom 46 (H): -1.520, atom 47 (H): -0.096, atom 48 (H): 0.508, atom 49 (H): 0.338, atom 50 (H): 0.298, atom 51 (H): 0.104, atom 52 (H): 0.888, atom 53 (H): 0.412, atom 54 (H): 0.318, atom 55 (H): 0.618, atom 56 (H): 0.861, atom 57 (H): 1.078, atom 58 (H): 0.100, atom 59 (H): -0.311, atom 60 (H): 0.053, atom 61 (H): 0.025, atom 62 (H): 0.561, atom 63 (H): 0.284, atom 64 (H): 0.374, atom 65 (H): 0.474, atom 66 (H): 0.181, atom 67 (H): 0.279, atom 68 (H): 0.315, atom 69 (H): 0.343, atom 70 (H): 0.288, atom 71 (H): 0.352, atom 72 (H): 0.787, atom 73 (H): -0.249, atom 74 (H): -0.004, atom 75 (H): 0.448, atom 76 (H): 0.348, atom 77 (H): 0.433, atom 78 (H): 0.134, atom 79 (H): 0.383, atom 80 (H): 0.412, atom 81 (H): 0.358, atom 82 (H): 0.298, atom 83 (H): 1.347, atom 84 (Cl): -0.189, atom 85 (C): -0.015, atom 86 (C): -0.548, atom 87 (Cl): -0.159, atom 88 (H): 0.233, atom 89 (H): -0.038, atom 90 (H): 0.329, atom 91 (H): 0.351, atom 92 (Cl): -0.087, atom 93 (C): -0.309, atom 94 (C): -0.371, atom 95 (Cl): -0.026, atom 96 (H): -0.149, atom 97 (H): 0.534, atom 98 (H): 0.078, atom 99 (H): 0.392

***

No. 4
The following is a quantum chemistry calculation of a structure of composition C6H5NO3, from the OMol25 dataset.

The calculation puts the max |F| at 6.2 eV Å⁻¹. The value obtained for the HOMO energy is -9.5 eV. The calculation puts the total energy at -13929.82933 eV. For the HOMO-LUMO gap, the calculation gives 8.5 eV.

The geometry in ORCA input format:
```
! RIJCOSX wB97M-V def2-TZVPD def2/J DEFGRID3
* xyz 0 1
C -1.395 0.176 -1.129
C -1.389 -1.328 -1.214
C -0.649 -1.968 -0.233
C 0.342 -1.373 0.648
C 0.541 -0.097 0.373
C -0.400 0.730 -0.338
H -3.233 0.101 -1.848
H -2.123 -1.820 -1.836
H -0.733 -2.984 -0.376
H 1.042 -1.915 1.432
H -0.170 1.748 -0.149
N 1.475 0.705 1.139
O -2.226 0.861 -1.985
O 1.315 1.925 1.080
O 2.484 0.103 1.675
*
```

For reference, the Mulliken charges in units of e are: atom 1 (C): 0.542, atom 2 (C): -0.583, atom 3 (C): -0.372, atom 4 (C): -0.413, atom 5 (C): 0.307, atom 6 (C): -0.701, atom 7 (H): 0.395, atom 8 (H): 0.344, atom 9 (H): 0.414, atom 10 (H): 0.305, atom 11 (H): 0.570, atom 12 (N): 0.905, atom 13 (O): -0.580, atom 14 (O): -0.578, atom 15 (O): -0.555